Record 1
C12H31F9O8P3S | ωB97M-V/def2-TZVPD

Geometry as XYZ:
```
64
C12H31F9O8P3S ωB97M-V/def2-TZVPD
F -3.0876 1.9607 5.2048
C -2.3203 1.6988 4.0859
F -2.8209 0.5817 3.5702
C -0.8782 1.5986 4.5930
C -0.4086 0.1977 5.0181
C 1.0359 -0.0778 4.5436
C 1.2099 -0.2012 3.0160
P 0.1249 -1.5332 2.1542
C -2.5288 2.9494 3.1773
F -3.8152 3.3373 3.3035
F -1.8080 3.9859 3.6152
S -2.2219 2.7203 1.3240
F -3.4710 1.7731 1.1972
F -3.1662 3.9801 1.0316
F -0.9682 3.7179 1.3685
F -1.2299 1.5382 1.5452
F -2.0075 2.5876 -0.2343
H -0.8584 2.2363 5.4761
H -0.1666 2.0415 3.8981
H -0.3752 0.1300 6.1079
H -1.0183 -0.6241 4.6532
H 1.4376 -0.9653 5.0326
H 1.6642 0.7657 4.8692
H 1.1270 0.7941 2.5598
H 2.2503 -0.5110 2.8570
H -1.1075 -0.8202 2.5078
H 0.1126 -0.7872 0.8699
H 1.3072 -2.3187 1.7267
H 0.0143 -2.2693 3.4401
H -0.7250 -2.5713 1.5127
C 3.8696 0.8318 -4.4253
O 4.4106 0.9606 -3.1159
P 3.7159 0.0353 -1.9152
O 4.1186 -1.3063 -2.4514
O 2.1811 0.4070 -2.2923
C 1.7117 1.7521 -2.1636
O 3.2580 -0.4951 -0.3976
C 4.2588 -0.4602 0.6347
H 4.7089 0.7624 -5.1169
H 3.2452 -0.0519 -4.5297
H 3.2851 1.7218 -4.6677
H 1.1591 2.0078 -3.0659
H 2.5348 2.4617 -2.0422
H 1.0420 1.8191 -1.3068
H 4.5854 0.5643 0.8201
H 5.1171 -1.0767 0.3540
H 3.8122 -0.8552 1.5415
C -4.0476 -1.0730 -2.8961
O -2.8508 -1.6786 -2.4297
P -1.4954 -1.4840 -3.3486
O -1.2519 -0.0215 -3.2725
O -2.2198 -1.9148 -4.7569
C -2.8152 -3.2052 -4.8541
O -0.0361 -2.0575 -3.8914
C 0.9231 -2.4647 -2.8779
H -4.5207 -0.5922 -2.0410
H -3.8626 -0.3290 -3.6675
H -4.7192 -1.8435 -3.2834
H -3.8033 -3.0969 -5.3024
H -2.9297 -3.6785 -3.8765
H -2.2024 -3.8422 -5.4940
H 0.5361 -3.3053 -2.3022
H 1.1442 -1.6328 -2.2128
H 1.8368 -2.7744 -3.3782
```

Output
E_LUMO ... 0.896 eV
Largest force on an atom ... 0.1471 Eh/bohr
Energy ... -92480.2688 eV
HOMO-LUMO gap ... 4.221 eV
HOMO level ... -3.3 eV
Net charge ... -1

***

Record 2
C12H32AsF6N2O7Pb | ωB97M-V/def2-TZVPD

Geometry as XYZ:
```
61
C12H32AsF6N2O7Pb ωB97M-V/def2-TZVPD
Pb -24.3730 -1.3481 -1.6870
O -24.6677 -0.6841 -4.0499
H -25.1682 -1.1441 -4.7326
O -23.4489 1.0919 -2.1281
H -23.0699 1.2837 -1.2584
As -21.3013 -3.6071 -3.6542
F -21.9543 -5.0309 -2.8130
F -22.5505 -3.8444 -4.8644
F -20.7765 -2.1584 -4.4996
F -20.1355 -3.4626 -2.3805
F -20.1796 -4.5742 -4.5776
F -22.4465 -2.5803 -2.7559
C -29.1981 -1.0165 -1.8344
C -27.7363 -1.4754 -1.6472
C -27.4446 -2.7137 -2.5258
O -26.0938 -3.1317 -2.3121
C -25.6946 -4.0167 -3.3474
N -26.8475 -0.3427 -2.0015
H -29.8976 -1.8555 -1.8923
H -29.3353 -0.4329 -2.7486
H -29.5350 -0.3078 -1.0740
H -27.5686 -1.7484 -0.6043
H -27.6517 -2.4638 -3.5710
H -28.1681 -3.5030 -2.2921
H -26.3358 -4.9041 -3.3901
H -24.6639 -4.3044 -3.1334
H -25.6538 -3.5383 -4.3291
H -27.1698 0.4066 -1.3876
H -27.0413 0.0403 -2.9236
C -24.4933 -0.0951 2.9658
C -24.1434 -0.3381 1.4821
C -22.7812 -1.0043 1.2417
O -22.5268 -0.9742 -0.1616
C -21.1875 -0.5945 -0.4840
N -25.2425 -1.1046 0.8367
H -25.3586 0.5690 3.0146
H -23.6738 0.4804 3.4038
H -24.7480 -1.0233 3.4774
H -24.0762 0.6730 1.0735
H -22.7450 -2.0267 1.6230
H -22.0341 -0.4497 1.8173
H -20.4483 -1.3505 -0.2134
H -20.9578 0.3703 -0.0232
H -21.2090 -0.4237 -1.5606
H -26.0408 -0.4766 0.8996
H -25.4510 -1.9058 1.4264
C -20.2692 -4.1539 2.0852
C -21.1341 -4.9526 1.1297
O -22.1198 -4.0675 0.6513
C -23.2472 -4.4443 0.0828
O -24.0459 -3.6493 -0.3490
O -23.2816 -5.7569 -0.1171
C -24.4744 -6.3562 -0.5638
H -19.9574 -3.1700 1.7408
H -19.3958 -4.6993 2.4486
H -20.8135 -3.9698 3.0200
H -21.5087 -5.8662 1.5920
H -20.4919 -5.2812 0.3062
H -25.1632 -6.6516 0.2275
H -24.2090 -7.2296 -1.1595
H -24.9536 -5.6838 -1.2786
```

Output
Energy above the lowest of the compared OMol25 structures with the same formula, charge and spin ... 0.987 eV
E_LUMO ... 2.188 eV
Largest force on an atom ... 0.0929 Eh/bohr
Energy ... -112669.8548 eV
HOMO-LUMO gap ... 5.627 eV
HOMO level ... -3.4 eV
Net charge ... -1

***

Record 3
C12H32BBr2NO9S4 | ωB97M-V/def2-TZVPD

Geometry as XYZ:
```
61
C12H32BBr2NO9S4 ωB97M-V/def2-TZVPD
C 1.4618 0.0332 1.5211
C 1.3449 1.3053 0.7005
Br 2.6300 1.1437 -0.7872
C 1.6793 2.6254 1.4100
Br 1.5900 2.5327 3.4001
N 0.9367 3.7407 0.8605
C -0.4788 3.6499 0.7776
O -1.1173 4.2672 -0.0201
O -1.0238 2.8026 1.6980
O -2.4158 2.6656 1.4505
B -2.7652 1.3234 1.2965
O -4.1181 1.1010 1.4163
O -1.8410 0.3345 1.0610
H 2.4883 -0.1588 1.8271
H 1.1528 -0.7990 0.8857
H 0.7837 0.0427 2.3705
H 0.3697 1.3270 0.2263
H 2.7276 2.8418 1.2418
H 1.1735 4.5735 1.3932
H -4.3801 0.4943 0.7105
H -1.9768 0.0443 0.1392
C 5.2896 -3.3070 -2.7803
S 3.9516 -2.2615 -2.1905
O 4.1172 -2.1446 -0.7168
C 2.6381 -3.4554 -2.4735
H 6.2208 -2.7573 -2.6541
H 5.3161 -4.2289 -2.1984
H 5.1384 -3.5244 -3.8375
H 2.8455 -4.3665 -1.9117
H 2.5682 -3.6688 -3.5402
H 1.7076 -3.0100 -2.1267
C -3.6227 -3.5438 -2.2520
S -3.9677 -2.4039 -0.9112
O -2.7440 -1.5671 -0.7379
C -3.9395 -3.6208 0.4054
H -3.5521 -2.9661 -3.1711
H -2.6790 -4.0543 -2.0604
H -4.4394 -4.2607 -2.3313
H -2.9733 -4.1248 0.4141
H -4.7471 -4.3355 0.2495
H -4.0908 -3.0959 1.3463
C 7.3905 -1.4639 0.1082
S 7.1806 0.2006 -0.5322
O 7.6878 0.1979 -1.9311
C 8.4593 0.9487 0.4881
H 6.7013 -2.1134 -0.4247
H 8.4202 -1.7870 -0.0512
H 7.1427 -1.4747 1.1693
H 9.4131 0.4555 0.2996
H 8.1809 0.8580 1.5381
H 8.5280 2.0001 0.2170
C -6.7109 3.0882 1.0753
S -8.3538 2.5109 1.5027
O -8.6397 1.3412 0.6287
C -9.2418 3.9113 0.8072
H -5.9978 2.3278 1.3839
H -6.6465 3.2385 -0.0030
H -6.5006 4.0195 1.6018
H -9.0032 4.0025 -0.2525
H -8.9619 4.8183 1.3431
H -10.3068 3.7266 0.9311
```

Output
E_LUMO ... 0.250 eV
Largest force on an atom ... 0.0281 Eh/bohr
Energy ... -216981.1912 eV
HOMO-LUMO gap ... 8.956 eV
HOMO level ... -8.7 eV
Net charge ... 0

***

Record 4
C12H32BN4O24S4 | ωB97M-V/def2-TZVPD

Geometry as XYZ:
```
77
C12H32BN4O24S4 ωB97M-V/def2-TZVPD
N 0.9387 -6.2315 0.4831
H 1.3996 -5.7550 1.2451
H -0.0612 -6.0894 0.4723
H 1.0898 -7.1989 0.7307
H 1.3986 -6.0088 -0.3881
N 1.9183 0.2609 5.3181
H 1.5715 1.1025 4.8804
H 1.1893 -0.4295 5.2082
H 1.9182 0.4055 6.3177
H 2.7093 -0.2213 4.9159
N -4.7283 -0.7423 -2.0649
H -3.9126 -1.3371 -2.0945
H -5.1048 -1.0560 -1.1818
H -5.3539 -0.9005 -2.8419
H -4.4224 0.2179 -1.9973
N 3.3819 -0.1656 -2.3670
H 3.3568 0.2123 -3.3034
H 4.0795 0.3486 -1.8482
H 3.6196 -1.1470 -2.3853
H 2.4838 -0.0759 -1.9138
O 0.5220 -4.0993 2.5284
C 0.1122 -3.0501 2.0966
O -0.1755 -2.8665 0.9711
B -0.6040 -1.4478 0.7055
O -0.6382 -0.8340 1.9691
C -0.0658 -1.7507 2.9434
O 0.0876 -1.6790 4.1825
O -1.8600 -1.1673 -0.0219
C -1.5238 -0.4825 -1.1924
O -2.2520 -0.0374 -2.0693
C -0.0379 -0.2611 -1.1936
O 0.4664 -0.7605 -0.1096
O 0.5550 0.3732 -2.0713
C 2.0599 -4.5815 5.6603
C 0.6595 -4.3859 5.6606
O 0.4298 -3.5396 6.7574
S 1.8016 -2.8463 7.4521
O 2.1051 -3.4439 8.7406
O 1.6932 -1.4368 7.3710
O 2.6715 -3.4492 6.2148
H 2.4466 -4.9485 4.7095
H 2.3143 -5.4713 6.2362
H 0.1444 -5.3259 5.8584
H 0.2969 -3.8973 4.7563
C -0.9280 2.8009 1.1752
C 0.3463 3.5886 0.9399
O 0.4314 4.4112 2.0657
S -0.1036 3.7159 3.4346
O -0.5667 4.7590 4.3956
O 0.7600 2.6530 3.9478
O -1.3073 2.9108 2.5793
H -0.7089 1.7508 0.9820
H -1.8575 3.1434 0.7203
H 0.2474 4.2835 0.1060
H 1.2169 2.9851 0.6829
C -4.0805 5.0174 -4.2018
C -5.0757 3.8950 -3.7312
O -4.3076 2.7469 -3.4852
S -2.7682 3.0800 -3.1151
O -1.9288 2.4057 -4.1003
O -2.4632 2.7647 -1.7291
O -2.8920 4.7009 -3.3649
H -4.4347 6.0356 -4.0411
H -3.7484 4.7167 -5.1955
H -5.7789 3.5533 -4.4907
H -5.5889 4.2615 -2.8422
C 2.4407 1.9745 -5.0160
C 1.5738 2.1976 -6.2424
O 2.0525 1.3477 -7.2059
S 3.2355 0.2727 -6.8055
O 4.5774 0.5743 -7.3449
O 2.7020 -1.1007 -6.8445
O 3.0810 0.7524 -5.1971
H 1.7413 1.9275 -4.1813
H 3.2010 2.7241 -4.7964
H 1.7199 3.2467 -6.4995
H 0.5310 2.1043 -5.9391
```

Output
Spin multiplicity ... 2
E_LUMO (alpha / beta) ... -5.342 / -5.348 eV
Largest force on an atom ... 0.1757 Eh/bohr
Energy ... -112063.3243 eV
HOMO-LUMO gap (alpha / beta) ... 3.369 / 7.480 eV
HOMO level (alpha / beta) ... -8.7 / -12.8 eV
Expectation value of S² ... 0.7529
Net charge ... +2

***

Record 5
C12H32ClN2O2Ti2 | ωB97M-V/def2-TZVPD

Geometry as XYZ:
```
51
C12H32ClN2O2Ti2 ωB97M-V/def2-TZVPD
Ti 2.1834 -2.4576 -2.7127
Ti 1.4971 1.4032 -3.9786
Cl 1.1393 -0.7765 -3.3082
C 2.8420 -0.0834 -1.2327
C 1.8826 -0.7671 -0.2421
N 1.8736 -0.3754 1.2724
C 3.2673 -0.7674 1.8680
C 1.6247 1.1570 1.4333
C 1.5990 1.7274 2.7960
C 0.8729 -1.2542 2.0932
C -0.7172 -1.1293 1.7720
O -1.0631 0.2070 1.7310
C -2.4470 0.4629 1.9193
H 2.6565 0.9817 -1.3708
H 2.7929 -0.6308 -2.1740
H 3.8944 -0.1797 -0.9656
H 1.9900 -1.8510 -0.2007
H 0.8724 -0.4906 -0.5438
H 4.0386 -0.2622 1.2866
H 3.4658 -1.8378 1.9223
H 3.3884 -0.4872 2.9144
H 0.7548 1.5121 0.8807
H 2.4281 1.6579 0.8933
H 2.4340 1.4607 3.4440
H 0.7424 1.5192 3.4370
H 1.6939 2.8132 2.7793
H 1.0654 -0.9827 3.1311
H 1.1430 -2.2992 1.9418
H -1.2496 -1.6882 2.5417
H -0.8931 -1.6089 0.8091
H -2.5838 1.5442 1.9091
H -2.8966 0.1394 2.8580
H -3.0564 -0.0216 1.1564
C -1.3608 -1.9570 -1.5169
C -2.1509 -0.7321 -2.1037
C -2.4141 0.3787 -1.0275
O -2.9047 1.6251 -1.6639
C -2.9013 2.7248 -0.7249
N -1.4707 -0.2096 -3.3958
H -1.9013 0.6725 -3.6339
H -0.4812 -0.1057 -3.2225
H -1.6459 -0.8777 -4.1327
H -2.0351 -2.5506 -0.8996
H -0.4637 -1.5909 -1.0176
H -1.0148 -2.7185 -2.2158
H -3.1293 -1.0608 -2.4540
H -1.5312 0.6366 -0.4426
H -3.1100 0.0586 -0.2519
H -3.5295 2.4777 0.1308
H -3.2900 3.6547 -1.1400
H -1.9011 2.9395 -0.3484
```

Output
Spin multiplicity ... 7
Energy above the lowest of the compared OMol25 structures with the same formula, charge and spin ... 5.721 eV
E_LUMO (alpha / beta) ... -9.370 / -9.903 eV
Largest force on an atom ... 0.1141 Eh/bohr
Energy ... -78754.8506 eV
HOMO-LUMO gap (alpha / beta) ... 7.030 / 8.148 eV
HOMO level (alpha / beta) ... -16.4 / -18.1 eV
Expectation value of S² ... 12.0044
Net charge ... +3

***

Record 6
C12H32F2Li2O4 | ωB97M-V/def2-TZVPD

Geometry as XYZ:
```
52
C12H32F2Li2O4 ωB97M-V/def2-TZVPD
Li -2.8144 0.7161 1.8988
Li -0.6380 0.3955 0.4601
F -1.5158 -0.6883 1.9183
F -2.2911 1.4751 0.2215
C 1.8695 -4.5210 2.3251
C 0.5773 -3.7781 2.0859
C -0.4797 -4.1402 3.1090
O 0.8553 -2.3803 2.1001
H 2.6151 -4.2791 1.5684
H 1.6705 -5.5975 2.2728
H 2.2880 -4.3330 3.3167
H 0.2342 -4.0960 1.0846
H -0.9510 -5.0977 2.8677
H -1.2692 -3.3865 3.0945
H -0.0486 -4.1904 4.1086
H 0.0638 -1.9217 1.7817
C -1.2746 2.0751 -2.7686
C -0.9236 3.5018 -2.3729
C -1.9520 4.4772 -2.9165
O -0.9428 3.5727 -0.9470
H -2.2870 1.8012 -2.4644
H -0.6214 1.3811 -2.2202
H -1.1091 1.7920 -3.8118
H 0.0579 3.7299 -2.7957
H -2.1586 4.4099 -3.9863
H -1.6252 5.5088 -2.7310
H -2.8870 4.3649 -2.3644
H -1.5138 2.8482 -0.6109
C 1.3596 2.5986 3.0992
C 0.9215 2.4092 1.6324
C 1.7866 3.2325 0.6951
O 0.9800 1.0192 1.2957
H 1.7809 3.5838 3.2920
H 2.0522 1.8178 3.4235
H 0.5068 2.4838 3.7788
H -0.1089 2.7556 1.5625
H 2.8235 2.8835 0.7130
H 1.7592 4.2781 1.0037
H 1.3957 3.1888 -0.3189
H 1.9171 0.8027 1.2646
C 0.9848 -2.8532 -1.8794
C 0.2184 -1.5335 -2.0167
C -0.9455 -1.6902 -2.9958
O -0.2946 -1.1554 -0.7367
H 1.2502 -3.2117 -2.8771
H 0.3628 -3.6055 -1.3970
H 1.9176 -2.6960 -1.3405
H 0.8836 -0.7417 -2.3538
H -1.6616 -0.8730 -2.9263
H -1.5024 -2.6036 -2.7515
H -0.5770 -1.7990 -4.0171
H -0.7391 -1.9307 -0.3738
```

Output
Energy above the lowest of the compared OMol25 structures with the same formula, charge and spin ... 0.000 eV
E_LUMO ... -0.066 eV
Largest force on an atom ... 0.0305 Eh/bohr
Energy ... -27003.4259 eV
HOMO-LUMO gap ... 9.509 eV
HOMO level ... -9.6 eV
Net charge ... 0

***

Record 7
C12H32FO4Zn | ωB97M-V/def2-TZVPD

Geometry as XYZ:
```
50
C12H32FO4Zn ωB97M-V/def2-TZVPD
Zn -16.6716 12.4726 -11.6905
F -18.1469 13.1140 -10.8547
C -14.3855 14.8234 -8.6149
C -14.2395 14.0245 -9.8880
C -13.1391 12.9738 -9.7977
O -15.5034 13.3271 -10.1277
H -14.6058 14.1816 -7.7611
H -15.1812 15.5596 -8.7537
H -13.4841 15.3790 -8.3616
H -13.9612 14.6505 -10.7369
H -13.3307 12.1784 -9.0786
H -12.2101 13.4740 -9.5247
H -12.9935 12.5405 -10.7914
H -16.1538 13.6667 -9.4842
C -17.5092 8.6111 -11.2652
C -17.5844 9.9465 -10.5546
C -17.8020 9.8250 -9.0572
O -16.3378 10.7003 -10.7931
H -17.5362 8.8028 -12.3394
H -18.4068 8.0458 -11.0215
H -16.6137 8.0543 -11.0010
H -18.4202 10.5650 -10.8905
H -16.8843 9.4853 -8.5553
H -18.5147 9.0336 -8.8294
H -18.1256 10.7497 -8.5833
H -15.7727 10.5757 -10.0217
C -22.3245 13.3103 -12.2963
C -21.2387 14.3205 -11.9381
C -21.8369 15.7265 -11.8990
O -20.7288 13.9753 -10.6507
H -23.0978 13.2758 -11.5320
H -21.8700 12.3234 -12.4162
H -22.7821 13.5455 -13.2603
H -20.4529 14.2973 -12.7038
H -22.3312 15.9342 -12.8448
H -21.1092 16.4446 -11.5312
H -22.6437 15.6698 -11.1604
H -19.8321 13.6408 -10.7611
C -18.3222 12.6838 -6.0032
C -18.8910 13.3150 -7.2579
C -19.7475 14.5129 -6.9045
O -17.7988 13.7781 -8.0917
H -17.6934 11.8070 -6.1541
H -19.1740 12.3576 -5.4005
H -17.8155 13.4394 -5.4006
H -19.4446 12.5529 -7.8138
H -19.1670 15.4151 -6.7118
H -20.3388 14.3217 -6.0082
H -20.4074 14.7667 -7.7373
H -18.1255 13.7647 -9.0007
```

Output
Energy above the lowest of the compared OMol25 structures with the same formula, charge and spin ... 0.701 eV
E_LUMO ... -6.054 eV
Largest force on an atom ... 0.0428 Eh/bohr
Energy ... -72282.3651 eV
HOMO-LUMO gap ... 6.003 eV
HOMO level ... -12.1 eV
Net charge ... +1

***

Record 8
C12H32HoIOP2Si | ωB97M-V/def2-TZVPD

Geometry as XYZ:
```
50
C12H32HoIOP2Si ωB97M-V/def2-TZVPD
C -3.2603 -1.2785 -3.1409
I -2.1094 0.6543 -2.8070
H -4.3093 -1.0131 -3.3346
H -3.1841 -1.9385 -2.2784
H -2.8166 -1.7273 -4.0309
Ho -0.3545 0.2743 -0.4576
P -2.4827 -0.8959 1.0293
C -2.4354 -2.7314 1.0191
C -2.8691 -0.6277 2.7966
H -3.8094 -1.1187 3.0882
H -4.9359 -0.9998 0.9725
H -2.9729 0.4517 2.9474
H -4.2964 0.4927 0.2221
H -1.5417 -3.0730 1.5557
H -2.0594 -0.9835 3.4411
C -4.1504 -0.5913 0.3170
H -3.3307 -3.1501 1.5032
H -4.2392 -1.0332 -0.6812
H -2.3770 -3.0844 -0.0160
P 1.7156 1.1887 -2.2355
C 2.3377 -0.4478 -2.8161
C 1.4062 2.0524 -3.8237
H 3.0394 2.9511 -1.2966
H 3.8471 2.2893 -2.7376
H 3.9226 1.4149 -1.1725
C 3.2922 2.0255 -1.8263
H 0.8670 2.9757 -3.5762
H 2.3346 2.3181 -4.3569
H 3.0778 -0.3070 -3.6234
H 1.4953 -1.0422 -3.1959
H 0.7698 1.4369 -4.4684
H 2.8071 -0.9802 -1.9760
C 0.1643 -2.0018 -0.8509
O 0.4940 -3.0910 -1.0701
C 1.5003 2.2277 1.2331
Si 1.5634 0.5959 2.1634
C 3.2290 0.3912 2.9859
C 0.2587 0.7548 3.4914
C 1.1882 -0.7843 0.9671
H 1.7159 2.9963 1.9884
H 0.5258 2.5007 0.7890
H 2.2778 2.2830 0.4653
H 3.4427 1.1832 3.7204
H 3.2535 -0.5773 3.5161
H 4.0353 0.3884 2.2348
H -0.6924 1.1104 3.0747
H 0.0836 -0.2069 3.9883
H 0.6005 1.4931 4.2332
H 2.1242 -1.1027 0.4856
H 0.8573 -1.6628 1.5434
```

Output
Spin multiplicity ... 5
E_LUMO (alpha / beta) ... -7.401 / -7.321 eV
Largest force on an atom ... 0.0822 Eh/bohr
Energy ... -75350.2527 eV
HOMO-LUMO gap (alpha / beta) ... 7.582 / 7.690 eV
HOMO level (alpha / beta) ... -15.0 / -15.0 eV
Expectation value of S² ... 6.0054
Net charge ... +2